one:
# C4H12

A 2-piece molecular cluster, C4H12 overall (the ωB97M-V functional and the def2-TZVPD basis, OMol25).

Summary:
Kohn-Sham gap = 12.7311 eV
SMILES = CC.CC

The geometry in ORCA input format:
```
! wB97M-V def2-TZVPD RIJCOSX def2/J DEFGRID3
* xyz 0 1
C 0.74 0.81 -1.61
C 0.57 2.33 -1.44
H 0.39 0.32 -0.70
H 0.25 0.48 -2.51
H 1.81 0.59 -1.58
H 0.63 2.78 -2.44
H -0.40 2.60 -1.03
H 1.35 2.76 -0.82
C -0.26 -2.15 1.84
C -1.06 -0.99 1.20
H -0.11 -3.02 1.21
H 0.75 -1.76 2.01
H -0.67 -2.34 2.82
H -0.56 -0.09 0.88
H -1.68 -1.36 0.38
H -1.86 -0.75 1.89
*
```


two:
# C4H12

A 2-piece molecular cluster, C4H12 overall (the ωB97M-V functional and the def2-TZVPD basis, OMol25).

Summary:
Kohn-Sham gap = 12.6384 eV
SMILES = CC.CC

The geometry in ORCA input format:
```
! wB97M-V def2-TZVPD RIJCOSX def2/J DEFGRID3
* xyz 0 1
C 0.04 -1.92 0.55
C -1.47 -2.21 0.44
H 0.36 -1.02 0.15
H 0.49 -1.95 1.60
H 0.54 -2.67 -0.10
H -1.60 -3.15 0.02
H -2.11 -1.37 -0.11
H -1.83 -2.22 1.42
C 1.11 1.75 -0.01
C 0.23 2.35 -1.05
H 2.13 1.86 -0.27
H 1.09 2.22 0.95
H 1.01 0.74 0.28
H 0.10 1.74 -1.96
H -0.78 2.54 -0.65
H 0.69 3.30 -1.28
*
```


three:
# C4H12

A 2-piece molecular cluster, C4H12 overall (the ωB97M-V functional and the def2-TZVPD basis, OMol25).

Summary:
Kohn-Sham gap = 12.2694 eV
SMILES = CC.CC

The geometry in ORCA input format:
```
! wB97M-V def2-TZVPD RIJCOSX def2/J DEFGRID3
* xyz 0 1
C 0.07 -0.65 -2.22
C -1.00 0.22 -1.60
H -0.05 -1.72 -2.05
H 0.12 -0.67 -3.31
H 1.12 -0.61 -1.90
H -1.14 -0.15 -0.59
H -1.89 0.13 -2.21
H -0.71 1.24 -1.31
C 0.81 0.92 2.01
C 0.08 -0.41 1.81
H 1.88 0.80 1.79
H 0.54 1.69 1.29
H 0.83 1.17 3.07
H -0.77 -0.58 2.44
H -0.33 -0.52 0.78
H 0.76 -1.26 1.84
*
```


four:
# C4H12

A 2-piece molecular cluster, C4H12 overall (the ωB97M-V functional and the def2-TZVPD basis, OMol25).

Summary:
Kohn-Sham gap = 12.5300 eV
SMILES = CC.CC

The geometry in ORCA input format:
```
! wB97M-V def2-TZVPD RIJCOSX def2/J DEFGRID3
* xyz 0 1
C -0.56 1.82 -1.39
C -1.51 0.97 -0.57
H 0.47 1.65 -1.04
H -0.45 1.48 -2.43
H -0.69 2.91 -1.46
H -1.27 0.86 0.47
H -2.45 1.56 -0.53
H -1.84 0.06 -1.10
C 0.99 -1.42 0.23
C 1.14 -1.38 1.78
H 0.22 -0.68 0.01
H 1.83 -1.08 -0.37
H 0.63 -2.42 -0.02
H 0.35 -2.06 2.10
H 1.09 -0.39 2.23
H 2.05 -1.88 2.11
*
```


Which is most stable? The ranking, best first, is one, four, three, two.


one:
# C4H9NO

One molecule with the formula C4H9NO (the ωB97M-V functional and the def2-TZVPD basis, OMol25).

Summary:
Kohn-Sham gap = 10.6985 eV
SMILES = CC1(O)CNC1

The geometry in ORCA input format:
```
! wB97M-V def2-TZVPD RIJCOSX def2/J DEFGRID3
* xyz 0 1
C 0.78 1.44 -0.13
C 0.44 -0.14 0.08
O 1.71 -0.92 0.24
C -0.50 -0.56 -0.98
N -1.67 0.27 -0.19
C -0.88 -0.17 1.06
H 0.00 2.03 -0.47
H 1.02 1.94 0.88
H 1.74 1.41 -0.83
H 2.35 -0.40 -0.60
H -0.81 -0.26 -2.17
H -0.70 -1.67 -0.85
H -2.54 -0.38 -0.27
H -1.24 -1.21 1.60
H -0.84 0.61 1.87
*
```


two:
# C4H9NO

A 2-piece molecular cluster, C4H9NO overall (the ωB97M-V functional and the def2-TZVPD basis, OMol25).

Summary:
Kohn-Sham gap = 10.5375 eV
SMILES = C=CC.NC=O

The geometry in ORCA input format:
```
! wB97M-V def2-TZVPD RIJCOSX def2/J DEFGRID3
* xyz 0 1
C 0.78 2.10 0.22
C 1.12 0.82 0.20
C 1.05 -0.10 1.38
H 0.87 2.73 -0.66
H 0.40 2.58 1.12
H 1.50 0.40 -0.73
H 1.98 -0.66 1.49
H 0.90 0.48 2.30
H 0.23 -0.82 1.28
N -1.89 -0.70 -1.11
C -1.13 -1.82 -1.12
O -0.95 -2.53 -0.16
H -2.26 -0.37 -0.23
H -1.91 -0.07 -1.89
H -0.69 -2.03 -2.10
*
```


three:
# C4H9NO

One molecule with the formula C4H9NO (the ωB97M-V functional and the def2-TZVPD basis, OMol25).

Summary:
Kohn-Sham gap = 9.0491 eV
SMILES = CN(C)CC=O

The geometry in ORCA input format:
```
! wB97M-V def2-TZVPD RIJCOSX def2/J DEFGRID3
* xyz 0 1
C 0.86 0.38 -1.07
N -0.15 -0.23 -0.24
C -0.27 -1.64 -0.55
C -0.95 0.61 0.66
C 0.07 1.17 1.65
O 0.75 0.44 2.32
H 0.54 0.47 -2.12
H 1.79 -0.22 -1.08
H 1.14 1.38 -0.70
H 0.73 -2.11 -0.54
H -0.88 -2.20 0.16
H -0.66 -1.81 -1.57
H -1.69 0.01 1.21
H -1.54 1.47 0.24
H 0.26 2.27 1.63
*
```


Which is most stable? The ranking, best first, is two, three, one.


one:
# C4H9NO

C4H9NO as an isolated structure (the ωB97M-V functional and the def2-TZVPD basis, OMol25).

Summary:
Kohn-Sham gap = 8.5815 eV

The geometry in ORCA input format:
```
! wB97M-V def2-TZVPD RIJCOSX def2/J DEFGRID3
* xyz 0 1
C 0.30 0.37 -0.89
C -0.64 1.49 -0.48
N -0.26 -1.16 1.40
C 1.30 -0.05 0.03
C 0.97 -0.70 1.20
O -0.88 -1.03 -1.01
H -1.73 -0.69 -1.32
H 0.64 0.48 -1.92
H -0.82 -1.23 0.33
H -0.39 -1.78 2.19
H 2.33 -0.06 -0.30
H 1.76 -0.98 1.90
H -0.08 2.43 -0.49
H -1.47 1.60 -1.18
H -1.04 1.33 0.52
*
```


two:
# C4H9NO

A 2-piece molecular cluster, C4H9NO overall (the ωB97M-V functional and the def2-TZVPD basis, OMol25).

Summary:
Kohn-Sham gap = 9.2372 eV

The geometry in ORCA input format:
```
! wB97M-V def2-TZVPD RIJCOSX def2/J DEFGRID3
* xyz 0 1
C -1.26 0.28 0.45
C -0.88 -0.24 -0.89
N 0.39 0.38 -1.28
C 0.37 -0.95 -0.63
C 0.58 -0.81 0.83
O 1.33 1.63 1.08
H -2.00 -0.31 1.01
H 0.45 1.42 1.37
H -1.60 1.34 0.44
H -1.56 -0.53 -1.67
H 0.54 0.26 -2.27
H 0.78 -1.77 -1.22
H 1.65 -0.80 1.14
H 0.00 -1.39 1.54
H 1.19 1.47 0.12
*
```


Which is most stable? The ranking, best first, is one, two.


one:
# C4H9NO

One molecule with the formula C4H9NO (the ωB97M-V functional and the def2-TZVPD basis, OMol25).

Summary:
Kohn-Sham gap = 9.9252 eV
SMILES = CC/N=C/OC

The geometry in ORCA input format:
```
! wB97M-V def2-TZVPD RIJCOSX def2/J DEFGRID3
* xyz 0 1
C 2.32 0.78 0.54
C 1.09 0.19 -0.14
N -0.18 0.29 0.56
C -0.64 -0.90 0.44
O -1.86 -1.21 0.05
C -2.65 -0.09 -0.35
H 2.06 1.68 1.12
H 2.77 0.06 1.24
H 3.08 1.06 -0.20
H 1.06 -0.89 -0.49
H 0.93 0.64 -1.13
H -0.07 -1.80 0.70
H -3.42 -0.48 -1.01
H -2.03 0.66 -0.85
H -3.08 0.35 0.55
*
```


two:
# C4H9NO

C4H9NO as an isolated structure (the ωB97M-V functional and the def2-TZVPD basis, OMol25).

Summary:
Kohn-Sham gap = 10.3527 eV

The geometry in ORCA input format:
```
! wB97M-V def2-TZVPD RIJCOSX def2/J DEFGRID3
* xyz 0 1
C -1.13 -1.42 0.46
N -1.57 0.23 0.54
C -0.59 0.97 -0.24
C 0.82 0.83 0.37
C 1.88 0.33 -0.60
O 3.01 0.09 -0.28
H -1.24 -1.95 -0.48
H -0.11 -1.59 0.82
H -1.73 -1.83 1.26
H -2.00 -0.52 0.00
H -0.51 0.56 -1.26
H -0.78 2.04 -0.37
H 1.03 0.56 1.39
H 1.41 1.72 -0.03
H 1.51 -0.02 -1.59
*
```


Which is most stable? The ranking, best first, is one, two.


one:
# C4H9NO

C4H9NO as an isolated structure (the ωB97M-V functional and the def2-TZVPD basis, OMol25).

Summary:
Kohn-Sham gap = 8.6143 eV

The geometry in ORCA input format:
```
! wB97M-V def2-TZVPD RIJCOSX def2/J DEFGRID3
* xyz 0 1
C -2.08 -0.04 -0.30
C -0.26 1.07 0.04
O -0.24 1.14 1.37
C 0.66 0.01 -0.49
C 2.07 0.00 -0.04
N 1.12 -0.97 0.50
H -2.95 0.43 0.18
H -2.30 -0.35 -1.32
H -1.72 -0.87 0.31
H -1.35 1.12 -0.47
H 0.13 0.29 1.71
H 0.46 -0.32 -1.51
H 2.42 0.74 0.67
H 2.82 -0.35 -0.75
H 1.24 -1.90 0.11
*
```


two:
# C4H9NO

One molecule with the formula C4H9NO (the ωB97M-V functional and the def2-TZVPD basis, OMol25).

Summary:
Kohn-Sham gap = 10.4168 eV
SMILES = CCC(=O)NC

The geometry in ORCA input format:
```
! wB97M-V def2-TZVPD RIJCOSX def2/J DEFGRID3
* xyz 0 1
C 2.32 -0.24 0.55
C 1.53 0.78 -0.25
C -0.15 0.10 -0.10
O -0.14 -0.92 0.57
N -1.41 0.44 -0.53
C -2.55 -0.43 -0.15
H 1.41 -0.89 0.79
H 3.04 -0.85 -0.01
H 2.75 0.11 1.49
H 1.56 1.80 0.17
H 1.82 0.84 -1.31
H -1.62 1.24 -1.09
H -3.49 0.01 -0.50
H -2.46 -1.44 -0.57
H -2.61 -0.55 0.94
*
```


Which is most stable? The ranking, best first, is two, one.


one:
# C3H4O

One molecule with the formula C3H4O (the ωB97M-V functional and the def2-TZVPD basis, OMol25).

Summary:
Kohn-Sham gap = 10.3949 eV
SMILES = C#CCO

The geometry in ORCA input format:
```
! wB97M-V def2-TZVPD RIJCOSX def2/J DEFGRID3
* xyz 0 1
C -0.65 1.37 1.17
C -0.03 0.44 0.69
C 0.63 -0.66 0.01
O -0.11 -1.01 -1.41
H -1.21 2.18 1.58
H 0.58 -1.58 0.60
H 1.22 -0.59 -0.95
H -0.44 -0.15 -1.70
*
```


two:
# C3H4O

C3H4O as an isolated structure (the ωB97M-V functional and the def2-TZVPD basis, OMol25).

Summary:
Kohn-Sham gap = 9.8008 eV

The geometry in ORCA input format:
```
! wB97M-V def2-TZVPD RIJCOSX def2/J DEFGRID3
* xyz 0 1
C -0.13 -0.10 -1.31
C -0.26 0.54 -0.02
C 0.12 -0.16 1.20
H -0.38 0.21 -2.34
H 0.77 -1.16 -1.25
H -0.90 1.64 0.17
H 1.26 -0.67 1.39
O -0.48 -0.29 2.17
*
```


three:
# C3H4O

One molecule with the formula C3H4O (the ωB97M-V functional and the def2-TZVPD basis, OMol25).

Summary:
Kohn-Sham gap = 11.0968 eV
SMILES = C#CCO

The geometry in ORCA input format:
```
! wB97M-V def2-TZVPD RIJCOSX def2/J DEFGRID3
* xyz 0 1
C -1.06 0.52 -1.40
C -0.23 0.09 -0.68
C 0.70 0.08 0.41
O 0.11 -0.12 1.67
H -1.80 0.89 -2.04
H 1.23 1.02 0.46
H 1.39 -0.70 0.13
H -0.48 -0.87 1.59
*
```


four:
# C3H4O

A 2-piece molecular cluster, C3H4O overall (the ωB97M-V functional and the def2-TZVPD basis, OMol25).

Summary:
Kohn-Sham gap = 9.3458 eV
SMILES = C1=CC=1.O

The geometry in ORCA input format:
```
! wB97M-V def2-TZVPD RIJCOSX def2/J DEFGRID3
* xyz 0 1
C 0.57 0.72 0.63
C 1.49 -0.25 0.16
C 1.02 0.64 -0.74
H 2.05 -1.15 0.09
H 1.03 0.78 -1.81
O -1.67 -0.41 0.62
H -2.05 -0.06 -0.13
H -1.20 -1.18 0.32
*
```


Which is most stable? The ranking, best first, is three, two, one, four.